Version A
This record from OMol25 describes CH5O2Zn as an isolated structure. The level of theory is ωB97M-V with the def2-TZVPD basis set.

XYZ file:
```
9
Properties=species:S:1:pos:R:3:mulliken_spin:R:1
O -0.298 1.254 -0.005 0.080
Zn -0.743 2.828 0.602 0.891
H 0.682 0.885 -0.545 -0.006
C -0.477 -0.752 0.116 0.001
H -0.208 -0.835 1.183 0.000
H -1.535 -0.687 -0.181 0.006
H -0.385 -1.802 -0.211 -0.002
O 1.145 -0.336 -0.803 0.033
H 1.820 -0.556 -0.157 -0.002
```

Values from the calculation:
2S+1	2
E_LUMO (alpha / beta)	0.21 / -1.08	eV
orbital gap (alpha / beta)	0.2894 / 0.3022	Eh
net charge	0

---

Version B
This record from OMol25 describes CH5O2Zn as an isolated structure. The level of theory is ωB97M-V with the def2-TZVPD basis set.

XYZ file:
```
9
Properties=species:S:1:pos:R:3:mulliken_spin:R:1
O -0.852 1.461 5.100 0.024
Zn -1.243 3.054 5.696 0.955
H 0.327 1.157 4.560 -0.018
C -1.156 -0.133 5.408 0.026
H -0.797 -0.319 6.437 -0.003
H -2.257 -0.171 5.339 0.000
H -0.973 -1.085 4.880 0.000
O 0.936 0.218 4.328 0.018
H 1.513 0.033 5.074 -0.002
```

Values from the calculation:
2S+1	2
E_LUMO (alpha / beta)	0.11 / -1.82	eV
orbital gap (alpha / beta)	0.3198 / 0.2714	Eh
net charge	0

---

Stability ranking, top and bottom: version B is the most stable and version A is the least stable.

---

Version A
This record from OMol25 describes one molecule with the formula C6H12N2S. The level of theory is ωB97M-V with the def2-TZVPD basis set.

XYZ file:
```
21
Properties=species:S:1:pos:R:3:nbo_charge:R:1
C 2.697 -1.435 0.058 -0.050
C 1.317 -1.124 0.875 -0.340
C 0.283 0.573 -0.492 0.376
C -0.597 0.918 -1.637 -0.689
C 1.092 1.656 0.143 -0.694
C -2.278 -1.424 0.289 -0.747
N 3.021 -0.947 -0.993 -0.556
N 0.278 -0.650 0.054 -0.438
S -0.743 -1.895 -0.576 0.435
H 3.243 -2.140 0.697 0.129
H 1.005 -2.050 1.355 0.220
H 1.610 -0.390 1.625 0.213
H -1.521 1.399 -1.300 0.226
H -0.860 0.037 -2.220 0.250
H -0.080 1.621 -2.287 0.246
H 0.922 1.692 1.222 0.224
H 0.813 2.614 -0.284 0.228
H 2.156 1.502 -0.022 0.283
H -2.029 -1.092 1.290 0.231
H -2.899 -2.310 0.332 0.239
H -2.785 -0.639 -0.259 0.214
```

Values from the calculation:
E_LUMO (alpha / beta)	0.11 / 0.01	eV
orbital gap (alpha / beta)	0.2337 / 0.2231	Eh
net charge	0

---

Version B
This record from OMol25 describes a 2-piece molecular cluster, C6H12N2S overall. The level of theory is ωB97M-V with the def2-TZVPD basis set.

XYZ file:
```
21
Properties=species:S:1:pos:R:3:nbo_charge:R:1
C -1.108 -1.079 -2.595 -0.658
C 0.111 -0.956 -1.752 0.073
C 1.222 -0.367 -2.289 -0.093
N 2.256 -0.366 -1.406 -0.540
C 1.762 -1.019 -0.263 0.138
N 0.470 -1.347 -0.444 -0.458
H -1.306 -0.197 -3.172 0.231
H -2.018 -0.788 -2.054 0.231
H -1.118 -1.993 -3.100 0.227
H 1.133 0.043 -3.354 0.219
H 3.205 0.030 -1.517 0.427
H 2.243 -0.978 0.714 0.205
C 0.218 0.225 3.023 -0.769
S -0.884 1.647 3.418 0.198
C -1.750 1.887 1.896 -0.771
H 0.352 -0.567 3.730 0.230
H -0.214 -0.304 2.120 0.243
H 1.258 0.491 2.586 0.204
H -2.378 1.060 1.634 0.212
H -1.059 1.849 0.974 0.215
H -2.394 2.728 1.853 0.235
```

Values from the calculation:
SMILES	Cc1c[nH]cn1.CSC
E_LUMO	0.77	eV
orbital gap	0.3325	Eh
net charge	0

---

Stability ranking, top and bottom: version B is the most stable and version A is the least stable.

---

Version A
This record from OMol25 describes a 2-piece molecular cluster, C3H6BrO2S overall. The level of theory is ωB97M-V with the def2-TZVPD basis set.

XYZ file:
```
13
Properties=species:S:1:pos:R:3:nbo_charge:R:1
C -0.329 -0.995 -1.363 -0.410
C 1.574 0.153 -0.030 -0.660
C 0.908 -0.571 -1.242 -0.059
O -3.277 -0.799 2.905 -1.068
O -2.894 -0.409 0.516 -1.099
S -3.780 -0.224 1.701 1.385
Br 2.141 -0.710 -2.730 -0.046
H -1.131 -0.966 -0.656 0.291
H -0.571 -1.745 -2.252 0.193
H -3.604 1.261 2.022 -0.205
H 1.644 -0.599 0.747 0.230
H 0.889 1.012 0.384 0.237
H 2.467 0.617 -0.314 0.213
```

Values from the calculation:
E_LUMO	2.78	eV
orbital gap	0.2123	Eh
net charge	-1

---

Version B
This record from OMol25 describes C3H6BrO2S as an isolated structure. The level of theory is ωB97M-V with the def2-TZVPD basis set.

XYZ file:
```
13
Properties=species:S:1:pos:R:3:nbo_charge:R:1
C 0.155 1.235 0.008 -0.700
C -1.274 0.865 -0.349 -0.159
C -2.080 0.035 0.298 -0.276
O 1.857 -1.096 -1.273 -1.045
O 1.206 -1.986 0.984 -1.032
S 2.134 -2.079 -0.141 1.406
Br -3.943 -0.241 -0.128 -0.032
H 0.735 0.341 -0.410 0.316
H 0.430 1.356 1.149 0.213
H 0.544 2.091 -0.451 0.206
H 3.671 -1.356 0.515 -0.292
H -1.795 1.352 -1.213 0.187
H -1.642 -0.518 1.013 0.207
```

Values from the calculation:
E_LUMO	2.92	eV
orbital gap	0.2310	Eh
net charge	-1

---

Stability ranking, top and bottom: version A is the most stable and version B is the least stable.

---

Version A
This record from OMol25 describes one molecule with the formula C22H25N3O4. The level of theory is ωB97M-V with the def2-TZVPD basis set.

XYZ file:
```
54
Properties=species:S:1:pos:R:3:nbo_charge:R:1
C 3.065 3.125 0.591 -0.254
O 1.770 3.539 0.952 -0.489
C 0.768 2.624 0.928 0.376
C 0.918 1.299 0.586 -0.367
C -0.174 0.416 0.580 0.081
C -0.086 -0.972 0.219 -0.254
C 1.107 -1.640 -0.366 0.679
O 1.391 -2.800 -0.119 -0.637
N 1.841 -0.879 -1.212 -0.630
C 2.921 -1.442 -1.983 -0.258
C 3.009 -0.784 -3.333 0.212
C 3.837 -1.291 -4.330 -0.245
C 3.886 -0.636 -5.547 -0.157
C 3.112 0.501 -5.730 -0.266
C 2.324 0.929 -4.675 0.053
N 2.274 0.306 -3.509 -0.464
C -1.176 -1.761 0.412 0.106
N -2.365 -1.307 0.868 -0.409
C -3.454 -2.236 1.095 -0.218
C -3.386 -2.927 2.470 -0.216
C -2.216 -3.903 2.568 -0.614
C -3.321 -1.899 3.596 -0.615
C -2.593 0.042 1.114 0.653
O -3.706 0.441 1.422 -0.639
C -1.424 0.902 0.991 -0.183
C -1.578 2.254 1.332 -0.246
C -0.514 3.123 1.294 0.243
O -0.563 4.446 1.597 -0.481
C -1.803 4.987 1.984 -0.252
H 3.096 2.749 -0.437 0.179
H 3.447 2.357 1.271 0.178
H 3.688 4.015 0.669 0.202
H 1.894 0.913 0.347 0.235
H 1.470 -0.019 -1.595 0.433
H 2.763 -2.522 -2.080 0.239
H 3.876 -1.302 -1.455 0.207
H 4.421 -2.180 -4.149 0.221
H 4.515 -1.007 -6.344 0.220
H 3.121 1.039 -6.664 0.223
H 1.701 1.809 -4.757 0.196
H -1.122 -2.811 0.167 0.232
H -4.376 -1.651 1.038 0.247
H -3.452 -2.987 0.302 0.200
H -4.318 -3.494 2.568 0.203
H -2.256 -4.642 1.770 0.205
H -1.265 -3.379 2.511 0.212
H -2.253 -4.429 3.519 0.214
H -2.366 -1.376 3.582 0.203
H -4.113 -1.162 3.490 0.228
H -3.426 -2.389 4.561 0.209
H -2.565 2.568 1.631 0.248
H -2.178 4.516 2.898 0.179
H -1.617 6.043 2.171 0.200
H -2.551 4.883 1.192 0.179
```

Values from the calculation:
SMILES	COc1cc2c(C(=O)NCc3ccccn3)cn(CC(C)C)c(=O)c2cc1OC
E_LUMO	0.62	eV
orbital gap	0.3036	Eh
net charge	0

---

Version B
This record from OMol25 describes one molecule with the formula C22H25N3O4. The level of theory is ωB97M-V with the def2-TZVPD basis set.

XYZ file:
```
54
Properties=species:S:1:pos:R:3:nbo_charge:R:1
C 2.141 1.421 6.454 -0.251
O 1.277 0.392 6.039 -0.495
C 0.577 0.562 4.879 0.269
C 0.660 1.677 4.049 -0.306
C -0.087 1.732 2.889 -0.167
C -0.936 0.690 2.531 0.266
O -1.615 0.850 1.356 -0.515
C -2.538 -0.139 0.955 -0.071
C -3.055 0.282 -0.419 -0.242
N -1.987 0.233 -1.387 -0.607
C -2.039 -0.531 -2.492 0.688
O -3.025 -1.154 -2.838 -0.653
C -0.744 -0.562 -3.295 -0.137
C 0.181 -1.666 -2.729 -0.414
C 0.582 -1.419 -1.315 -0.104
C 0.250 -2.162 -0.219 -0.024
N 0.828 -1.635 0.905 -0.544
C 1.549 -0.532 0.555 0.195
C 2.320 0.323 1.332 -0.242
C 2.945 1.371 0.694 -0.221
C 2.822 1.560 -0.686 -0.235
C 2.071 0.709 -1.465 -0.200
C 1.417 -0.356 -0.843 -0.130
N -1.075 -0.835 -4.671 -0.620
C -0.384 -0.310 -5.705 0.683
C -0.956 -0.668 -7.061 -0.709
O 0.605 0.375 -5.546 -0.636
C -1.031 -0.419 3.365 -0.299
C -0.276 -0.478 4.522 -0.239
H 2.939 1.596 5.725 0.173
H 2.580 1.077 7.389 0.202
H 1.599 2.356 6.631 0.176
H 1.305 2.506 4.290 0.223
H -0.019 2.587 2.236 0.222
H -2.048 -1.119 0.876 0.180
H -3.369 -0.206 1.670 0.181
H -3.840 -0.395 -0.762 0.241
H -3.451 1.301 -0.353 0.204
H -1.122 0.679 -1.119 0.418
H -0.227 0.402 -3.253 0.235
H -0.336 -2.625 -2.804 0.219
H 1.069 -1.698 -3.365 0.233
H -0.353 -3.049 -0.164 0.213
H 0.739 -1.996 1.840 0.420
H 2.421 0.163 2.395 0.217
H 3.552 2.057 1.266 0.210
H 3.336 2.391 -1.147 0.213
H 2.001 0.853 -2.533 0.225
H -1.932 -1.354 -4.808 0.420
H -1.972 -0.290 -7.146 0.227
H -0.340 -0.227 -7.839 0.238
H -0.974 -1.749 -7.184 0.226
H -1.691 -1.239 3.131 0.221
H -0.341 -1.335 5.175 0.225
```

Values from the calculation:
SMILES	COc1ccc(OCCNC(=O)[C@@H](Cc2c[nH]c3ccccc23)NC(C)=O)cc1
E_LUMO	0.62	eV
orbital gap	0.3141	Eh
net charge	0

---

Stability ranking, top and bottom: version B is the most stable and version A is the least stable.

---

Version A
This record from OMol25 describes a 2-piece molecular cluster, CH4O2 overall. The level of theory is ωB97M-V with the def2-TZVPD basis set.

XYZ file:
```
7
Properties=species:S:1:pos:R:3:nbo_charge:R:1
C -1.356 -0.449 0.677 0.276
O -1.612 -1.569 1.020 -0.502
H -1.933 0.146 -0.067 0.104
H -0.447 0.017 1.058 0.120
O 1.506 0.686 -0.629 -0.945
H 2.302 1.204 -0.789 0.474
H 1.540 -0.034 -1.269 0.472
```

Values from the calculation:
SMILES	C=O.O
E_LUMO	0.65	eV
orbital gap	0.3885	Eh
net charge	0

---

Version B
This record from OMol25 describes a 2-piece molecular cluster, CH4O2 overall. The level of theory is ωB97M-V with the def2-TZVPD basis set.

XYZ file:
```
7
Properties=species:S:1:pos:R:3:nbo_charge:R:1
C -0.680 -0.323 -1.603 0.288
O -0.078 -1.345 -1.626 -0.495
H -1.555 -0.145 -2.464 0.075
H -0.631 0.432 -0.801 0.131
O 0.656 0.369 1.925 -0.937
H 1.406 -0.194 2.183 0.471
H 0.882 1.206 2.387 0.467
```

Values from the calculation:
SMILES	C=O.O
E_LUMO	0.78	eV
orbital gap	0.3918	Eh
net charge	0

---

Stability ranking, top and bottom: version A is the most stable and version B is the least stable.

---

Version A
This record from OMol25 describes an isolated ion of composition C2H7S3 and charge -1. The level of theory is ωB97M-V with the def2-TZVPD basis set.

XYZ file:
```
12
Properties=species:S:1:pos:R:3:nbo_charge:R:1
S 2.259 -1.715 -0.930 -0.437
H 1.630 -2.683 -0.250 0.107
C -0.176 -0.263 -1.928 -0.746
S 0.768 -0.100 -0.388 0.083
S -1.294 1.253 0.480 -0.454
C -0.635 1.105 2.158 -0.744
H -0.998 -0.970 -1.831 0.202
H -0.570 0.720 -2.176 0.218
H 0.509 -0.569 -2.711 0.209
H 0.286 1.679 2.285 0.184
H -1.363 1.482 2.879 0.189
H -0.415 0.063 2.412 0.187
```

Values from the calculation:
E_LUMO	3.42	eV
orbital gap	0.2319	Eh
net charge	-1

---

Version B
This record from OMol25 describes a 2-piece molecular cluster, C2H7S3 overall. The level of theory is ωB97M-V with the def2-TZVPD basis set.

XYZ file:
```
12
Properties=species:S:1:pos:R:3:nbo_charge:R:1
C -0.852 2.256 0.045 -0.724
S 0.374 2.976 -1.074 -0.093
H -0.466 1.361 0.519 0.239
H -1.104 3.027 0.778 0.202
H -1.761 2.045 -0.510 0.210
C 0.529 -2.233 0.955 -0.758
S 0.674 -1.241 -0.574 -0.082
S 0.529 -2.660 -2.090 -0.757
H -0.316 -1.910 1.554 0.188
H 1.471 -2.195 1.500 0.191
H 0.342 -3.264 0.651 0.232
H 0.579 1.838 -1.754 0.152
```

Values from the calculation:
E_LUMO	3.15	eV
orbital gap	0.1948	Eh
net charge	-1

---

Stability ranking, top and bottom: version B is the most stable and version A is the least stable.